This record from the Open Molecules 2025 dataset describes a molecular structure, C10H6F18N2O18S6Zn3 in a non-equilibrium geometry. The level of theory is ωB97M-V/def2-TZVPD.

Last column: Löwdin charge in e.
Atoms and positions in Å:
Zn: 2.51 -1.63 -1.31  1.0543
Zn: 0.06 2.73 -1.76  0.9072
Zn: -2.25 -1.46 -0.96  0.7167
C: -0.24 -0.49 -4.93  -0.6407
F: 0.80 -0.23 -5.71  0.1638
F: -1.27 0.28 -5.21  0.1912
F: -0.57 -1.76 -5.10  0.1912
S: 0.28 -0.24 -3.13  0.6674
O: -0.81 -0.78 -2.37  -0.2763
O: 1.53 -1.02 -2.91  -0.3081
O: 0.45 1.17 -2.86  -0.3190
C: -4.43 -2.17 2.88  -0.6311
F: -5.31 -1.47 3.62  0.1174
F: -3.24 -1.55 2.95  0.1001
F: -4.33 -3.38 3.36  0.1637
S: -4.94 -2.15 1.04  0.5382
O: -6.03 -1.22 0.91  -0.2941
O: -3.70 -1.75 0.35  -0.3648
O: -5.30 -3.51 0.73  -0.2969
C: -4.08 2.07 -3.14  -0.6673
F: -3.57 1.39 -4.16  0.1565
F: -4.07 3.36 -3.45  0.1530
F: -5.32 1.70 -2.89  0.1741
S: -3.16 1.71 -1.57  0.6184
O: -3.10 0.23 -1.58  -0.3033
O: -1.84 2.30 -1.79  -0.3534
O: -3.87 2.21 -0.43  -0.1989
C: 0.12 -4.59 1.06  -0.6375
F: -0.35 -4.19 2.23  0.1539
F: 1.09 -3.70 0.73  0.0741
F: 0.62 -5.81 1.14  0.1568
S: -1.28 -4.54 -0.26  0.5597
O: -0.79 -5.33 -1.34  -0.2913
O: -2.53 -4.99 0.35  -0.2624
O: -1.25 -3.08 -0.56  -0.3778
C: 0.63 0.37 2.34  -0.6700
F: 1.69 1.17 2.29  0.1575
F: 0.96 -0.82 2.81  0.1830
F: -0.38 0.88 2.99  0.2021
S: 0.16 0.09 0.54  0.6823
O: 1.21 -0.75 -0.06  -0.3400
O: -1.18 -0.54 0.52  -0.2792
O: 0.08 1.41 -0.08  -0.3511
C: 5.80 1.16 -2.14  -0.6432
F: 5.78 0.22 -3.10  0.1357
F: 7.05 1.51 -1.93  0.1769
F: 4.96 2.12 -2.52  0.1320
S: 5.13 0.29 -0.57  0.5671
O: 5.02 1.19 0.56  -0.2867
O: 3.78 -0.19 -0.97  -0.3798
O: 6.07 -0.81 -0.44  -0.2790
C: 0.36 2.19 6.20  -0.0730
C: -0.45 1.00 5.98  -0.2783
N: -1.07 0.04 5.78  0.1498
H: 1.08 2.06 7.01  0.0815
H: -0.31 2.98 6.55  0.0831
H: 0.92 2.54 5.34  0.0714
C: 4.23 4.16 -0.01  -0.0092
C: 2.97 3.57 -0.51  -0.1233
N: 1.98 3.15 -0.90  0.1882
H: 4.86 4.59 -0.78  0.1007
H: 4.83 3.37 0.45  0.0672
H: 3.98 4.94 0.71  0.0994

Values from the calculation:
- HOMO level (eV) = -8.6
- frontier orbital gap (eV) = 5.21
- E (Eh) = -11373.28341
- net charge = 0
- M (g mol⁻¹) = 1172.7



This record from the Open Molecules 2025 dataset describes a molecular structure, C10H6HgN2O3 in a non-equilibrium geometry. The level of theory is ωB97M-V/def2-TZVPD.

Last column: Löwdin charge in e.
Atoms and positions in Å:
O: -2.49 -4.30 -1.00  0.1587
C: -2.61 -3.27 -1.51  0.0752
Hg: -1.71 -0.86 -1.48  1.0070
C: -3.90 0.65 -1.39  0.0323
C: -1.12 -0.35 -4.02  0.0344
O: -4.82 1.28 -1.18  0.1581
O: -0.71 -0.20 -5.07  0.1560
N: 0.89 2.23 0.08  0.1749
C: -0.07 1.78 -0.76  -0.0992
N: -0.30 0.49 -0.51  -0.0673
C: 0.52 0.07 0.53  -0.2543
C: 0.64 -1.19 1.14  -0.0125
C: 1.58 -1.30 2.17  -0.0332
C: 2.35 -0.19 2.56  -0.0167
C: 2.21 1.07 1.93  0.0342
C: 1.28 1.16 0.91  -0.1734
H: 1.26 3.17 0.10  0.1894
H: -0.57 2.39 -1.53  0.1573
H: 0.01 -2.01 0.79  0.0932
H: 1.71 -2.25 2.69  0.1244
H: 3.06 -0.32 3.37  0.1275
H: 2.77 1.96 2.18  0.1339

Values from the calculation:
- HOMO level (eV) = -15.7
- frontier orbital gap (eV) = 5.76
- E (Eh) = -872.66144
- net charge = +2
- M (g mol⁻¹) = 402.8
- relative energy (zero: lowest compared OMol25 entry of this formula, charge and spin) (kcal per mole) = 0.0



This record from the Open Molecules 2025 dataset describes 28 unconnected molecules or ions with the total composition C10H73BClN2O33 in a non-equilibrium geometry. The level of theory is ωB97M-V/def2-TZVPD.

Last column: Löwdin charge in e.
Atoms and positions in Å:
C: 1.94 1.18 1.22  -0.1085
C: 1.49 -0.34 1.17  -0.2680
N: 1.04 -0.58 -0.20  0.0055
C: 0.86 -1.99 -0.55  -0.3313
C: 0.02 -2.69 0.61  -0.0419
C: 0.80 -3.56 1.65  -0.6916
O: 0.88 -4.73 1.46  0.0241
Cl: 1.55 -2.96 3.19  0.6894
C: 2.34 -2.58 -0.73  -0.5716
O: 3.34 -1.81 -0.83  -0.0511
O: 2.56 -3.85 -0.83  -0.0465
N: 0.06 -2.12 -1.79  0.0641
C: -0.81 -0.97 -2.12  -0.1338
C: -1.99 -0.70 -1.12  -0.1882
O: -2.87 0.33 -1.61  -0.1743
C: -4.21 -0.01 -1.20  -0.2394
C: -4.35 -0.09 0.36  -0.1079
B: 0.95 -2.25 -3.01  -0.6895
O: 0.94 -3.52 -3.62  0.1249
O: 1.71 -1.21 -3.55  0.1458
H: 0.98 1.76 1.36  0.0407
H: 2.60 1.41 2.09  0.0729
H: 2.35 1.51 0.24  0.0389
H: 0.67 -0.42 1.94  0.0898
H: 2.39 -0.95 1.46  0.0888
H: 1.57 -0.06 -0.89  0.1042
H: -0.69 -3.40 0.09  0.1342
H: -0.65 -1.98 1.16  0.0998
H: -0.26 -0.02 -2.39  0.1264
H: -1.33 -1.25 -3.09  0.1364
H: -1.53 -0.29 -0.17  0.1157
H: -2.50 -1.65 -0.84  0.1249
H: -4.48 -0.96 -1.73  0.1183
H: -4.93 0.78 -1.55  0.1148
H: -4.12 -1.14 0.67  0.0436
H: -3.62 0.57 0.90  0.0702
H: -5.39 0.13 0.72  0.0211
H: 0.90 -4.19 -2.92  0.0991
H: 2.17 -0.69 -2.86  0.0760
O: 3.72 0.64 -3.60  -0.0587
H: 3.65 -0.15 -4.14  0.0239
H: 4.65 0.88 -3.66  0.0246
O: -6.02 2.45 1.16  -0.0559
H: -6.70 2.73 0.54  0.0316
H: -5.95 3.18 1.78  0.0219
O: -0.89 2.39 1.84  -0.0564
H: -1.60 2.65 1.25  -0.0006
H: -0.83 3.10 2.48  0.0242
O: 4.30 0.62 0.24  -0.0866
H: 4.21 -0.19 -0.30  0.0181
H: 5.23 0.86 0.15  0.0360
O: 1.22 2.90 -1.51  -0.0542
H: 0.83 3.63 -2.00  0.0269
H: 1.70 2.40 -2.17  0.0126
O: 3.08 4.20 -3.33  -0.0570
H: 3.01 3.41 -3.89  0.0154
H: 4.01 4.44 -3.38  0.0462
O: 2.76 7.30 -3.32  -0.0694
H: 3.70 7.50 -3.39  0.0263
H: 2.74 6.38 -3.02  0.0037
O: 5.04 3.84 0.20  -0.0666
H: 4.54 3.04 0.00  0.0126
H: 5.11 3.83 1.16  0.0285
O: 0.35 -1.79 6.06  -0.0758
H: -0.03 -1.06 5.55  0.0519
H: 0.82 -2.31 5.40  -0.0386
O: 0.93 4.69 2.68  -0.0464
H: 1.58 4.37 3.32  0.0414
H: 1.23 5.58 2.47  0.0399
O: -7.34 -0.41 0.85  -0.0695
H: -7.85 -1.21 0.67  0.0377
H: -7.27 -0.39 1.81  0.0161
O: 4.14 2.97 -5.79  -0.0510
H: 3.43 3.30 -6.36  0.0515
H: 4.57 2.29 -6.33  0.0112
O: -8.15 4.02 1.06  -0.0460
H: -9.10 3.94 1.21  0.0568
H: -7.83 4.48 1.84  0.0484
O: -2.27 -3.96 -4.11  -0.0618
H: -2.34 -4.77 -4.62  0.0309
H: -1.35 -3.70 -4.21  0.0099
O: 3.02 -1.19 6.47  -0.0796
H: 2.06 -1.26 6.57  -0.0298
H: 3.31 -0.75 7.27  0.0113
O: 1.69 -0.36 9.06  -0.0517
H: 1.19 -1.15 8.82  0.0572
H: 1.70 -0.36 10.02  0.0585
O: 5.48 0.50 -5.61  -0.0608
H: 4.94 0.22 -6.36  0.0556
H: 6.04 -0.27 -5.44  0.0325
O: -2.38 -0.68 2.79  -0.0557
H: -1.76 -1.01 3.45  0.0224
H: -2.03 0.19 2.56  0.0190
O: -0.78 -6.25 -2.98  -0.0645
H: -0.32 -6.73 -2.28  -0.0013
H: -1.59 -5.94 -2.55  0.0287
O: -3.36 3.65 1.24  -0.0533
H: -4.07 3.90 0.64  0.0522
H: -3.31 4.38 1.87  0.0618
O: 1.54 2.39 9.69  -0.0739
H: 1.48 1.59 9.15  -0.0060
H: 2.48 2.63 9.66  0.0322
O: -2.02 3.62 -1.39  -0.0540
H: -2.48 2.79 -1.58  0.0257
H: -1.93 3.64 -0.44  -0.0091
O: 6.96 -1.16 -3.61  -0.0479
H: 7.53 -0.89 -2.88  0.0465
H: 6.35 -1.79 -3.21  0.0579
O: -5.92 0.26 3.33  -0.0471
H: -5.30 -0.08 3.99  0.0454
H: -5.56 1.13 3.10  0.0244
O: -5.14 -3.03 0.44  -0.0506
H: -5.70 -3.31 -0.28  0.0434
H: -4.57 -3.79 0.62  0.0451
O: 0.35 -7.33 -0.39  -0.0495
H: 0.33 -8.12 0.16  0.0407
H: 0.69 -6.64 0.19  0.0266
O: 1.68 -3.95 -6.75  -0.0679
H: 2.39 -3.30 -6.83  0.0233
H: 1.57 -4.05 -5.80  0.0126

Values from the calculation:
- HOMO level (eV) = -4.9
- frontier orbital gap (eV) = 6.17
- E (Eh) = -3502.40681
- net charge = -1
- M (g mol⁻¹) = 795.9



This record from the Open Molecules 2025 dataset describes a single C10H7BrN2 molecule in a non-equilibrium geometry. The level of theory is ωB97M-V/def2-TZVPD.

Last column: Löwdin charge in e.
Atoms and positions in Å:
C: 1.68 -0.47 1.23  0.0056
C: 1.56 0.30 0.11  -0.1195
C: 0.47 1.34 0.12  -0.4035
C: -0.78 0.92 0.78  -0.1148
C: -1.27 -0.26 1.10  -0.1122
C: -0.97 -1.67 0.83  -0.1146
C: -0.59 -2.27 -0.31  -0.0108
C: -0.46 -2.00 -1.53  -0.0786
N: -0.41 -1.56 -2.69  0.0445
N: -0.04 -0.29 -2.81  0.0793
C: -0.21 0.74 -2.18  -0.0690
C: 0.06 1.72 -1.29  -0.6097
Br: -0.64 3.53 -1.40  0.7100
H: 2.32 -1.38 1.39  0.0880
H: 1.04 -0.30 2.07  0.0558
H: 2.25 0.16 -0.76  0.1280
H: 0.70 2.27 0.73  0.1439
H: -1.38 1.82 1.10  0.1284
H: -2.13 -0.23 1.81  0.1212
H: -1.20 -2.39 1.70  0.1280

Values from the calculation:
- HOMO level (eV) = -8.5
- frontier orbital gap (eV) = 7.41
- E (Eh) = -3068.48353
- net charge = 0
- M (g mol⁻¹) = 235.1
- SMILES string = C=C[C@@H]1/C=C\C=C=C=NN=C=C1Br
- relative energy (zero: lowest compared OMol25 entry of this formula, charge and spin) (kcal per mole) = 162.9



This record from the Open Molecules 2025 dataset describes a single C10H7Cl2NO2S molecule in a non-equilibrium geometry. The level of theory is ωB97M-V/def2-TZVPD.

Last column: Löwdin charge in e.
Atoms and positions in Å:
O: -1.63 -0.64 -1.91  0.0736
C: -0.90 -1.15 -1.05  -0.4245
C: -0.61 -2.64 -1.08  -0.1036
C: 0.29 -2.83 0.18  -0.4946
S: 1.81 -3.73 -0.40  0.7767
C: 0.46 -1.40 0.71  -0.4127
O: 1.23 -1.08 1.60  0.1101
N: -0.38 -0.50 0.04  0.0349
C: -0.31 0.87 0.16  -0.2657
C: -1.07 1.54 1.10  -0.5380
Cl: -2.15 0.60 2.10  0.7178
C: -0.87 2.93 1.32  -0.0719
C: 0.08 3.59 0.56  -0.0613
C: 0.79 2.94 -0.47  -0.0859
C: 0.59 1.58 -0.68  -0.5225
Cl: 1.41 0.79 -2.01  0.7449
H: -0.11 -2.88 -2.03  0.1132
H: -1.54 -3.20 -1.03  0.1273
H: -0.18 -3.42 0.96  0.1108
H: 2.72 -2.93 0.13  -0.1427
H: -1.40 3.41 2.11  0.0985
H: 0.28 4.66 0.73  0.1184
H: 1.49 3.49 -1.05  0.0971

Values from the calculation:
- HOMO level (eV) = -9.5
- frontier orbital gap (eV) = 10.02
- E (Eh) = -1909.10239
- net charge = 0
- M (g mol⁻¹) = 276.1
- SMILES string = O=C1C[C@@H](S)C(=O)N1c1c(Cl)cccc1Cl



This record from the Open Molecules 2025 dataset describes a single C10H7ClSi molecule in a non-equilibrium geometry. The level of theory is ωB97M-V/def2-TZVPD.

Last column: Löwdin charge in e.
Atoms and positions in Å:
C: -4.48 -1.07 -1.09  0.0041
C: -3.29 -0.84 -1.12  -0.1634
Si: -1.44 -0.08 -1.70  0.1922
Cl: -0.95 -1.08 -3.38  0.3850
C: -1.81 1.71 -1.96  -0.1898
C: -2.00 2.89 -2.02  0.0681
C: -0.08 -0.29 -0.38  -0.2818
C: 1.24 0.02 -0.80  -0.0930
C: 2.37 -0.24 0.00  -0.0909
C: 2.17 -0.92 1.15  -0.0983
C: 0.88 -1.30 1.61  -0.0593
C: -0.23 -0.92 0.84  -0.1006
H: -5.41 -1.43 -0.94  -0.0253
H: -2.40 3.74 -2.36  -0.0138
H: 1.44 0.45 -1.70  0.0585
H: 3.37 -0.07 -0.42  0.1125
H: 3.03 -1.10 1.92  0.1353
H: 0.81 -1.75 2.53  0.0742
H: -1.14 -0.95 1.36  0.0864

Values from the calculation:
- HOMO level (eV) = -9.6
- frontier orbital gap (eV) = 10.11
- E (Eh) = -1134.84171
- net charge = 0
- M (g mol⁻¹) = 190.7
- SMILES string = C#C[Si](Cl)(C#C)c1ccccc1
- relative energy (zero: lowest compared OMol25 entry of this formula, charge and spin) (kcal per mole) = 0.0



This record from the Open Molecules 2025 dataset describes a molecular structure, C10H8IrS5 in a non-equilibrium geometry. The level of theory is ωB97M-V/def2-TZVPD.

Last column: Löwdin charge in e.
Atoms and positions in Å:
Ir: -0.15 0.01 -0.37  0.6519
C: 2.94 2.05 -1.40  -0.0285
C: 2.00 1.65 -0.31  -0.3110
C: 0.88 2.43 0.00  -0.0781
C: 0.05 2.12 1.08  -0.1341
C: 0.31 0.97 1.85  -0.1546
C: 1.45 0.19 1.56  -0.1423
C: 2.28 0.53 0.49  -0.0904
H: 3.69 2.74 -1.00  0.1032
H: 2.42 2.58 -2.20  0.0902
H: 3.46 1.19 -1.82  0.0900
H: 0.71 3.35 -0.55  0.1265
H: -0.76 2.77 1.35  0.1221
H: -0.28 0.76 2.73  0.1204
H: 1.71 -0.64 2.21  0.1218
H: 3.18 -0.04 0.32  0.1268
S: -5.30 -5.15 -0.48  0.8794
C: -4.14 -3.99 -0.49  -1.3567
S: -2.43 -4.35 -0.49  0.9803
C: -1.87 -2.70 -0.49  -1.1417
C: -2.85 -1.72 -0.49  -1.1426
S: -2.59 -0.04 -0.50  0.5927
S: -4.50 -2.28 -0.49  0.9804
S: -0.19 -2.43 -0.50  0.5942

Values from the calculation:
- HOMO level (alpha / beta) (eV) = -9.9 / -11.3
- frontier orbital gap (alpha / beta) (eV) = 5.40 / 4.24
- E (Eh) = -2480.76918
- net charge = +1
- <S²> = 6.045
- M (g mol⁻¹) = 480.7
- spin multiplicity = 5